Entry 1:
Computed, not measured: 2 unconnected molecules or ions with the total composition H5N3O at a distorted geometry, with ωB97M-V with the def2-TZVPD basis set.

Structure (ORCA input):
```
! RIJCOSX wB97M-V def2-TZVPD def2/J DEFGRID3
* xyz 0 1
H 2.291 -1.318 0.196
H 2.256 0.869 0.696
H 3.140 0.501 -0.642
H -1.792 -0.519 0.597
H -3.804 0.956 0.193
N 2.190 0.557 -0.264
N -2.420 -0.396 -0.186
N -3.510 0.088 -0.333
O 1.648 -0.736 -0.258
*
```

Output
Structure (SMILES): [H]/N=N\[H].NO
HOMO-LUMO gap: 8.82 eV
LUMO level: 0.748 eV
Energy above the lowest of the compared OMol25 structures with the same formula, charge and spin: 55.5 kcal/mol
HOMO: -8.07 eV

Atomic partial charges in e from the natural (NBO) method, atoms 1 to 5:
1. H 0.44
2. H 0.32
3. H 0.32
4. H 0.32
5. H 0.26

***

Entry 2:
Computed, not measured: a molecular structure, C29H21N6PS12V, with ωB97M-V with the def2-TZVPD basis set.

Structure (ORCA input):
```
! RIJCOSX wB97M-V def2-TZVPD def2/J DEFGRID3
* xyz -2 4
V -0.630 0.783 -0.080
N 0.936 0.552 2.697
P 0.480 -0.816 1.594
C 2.179 -1.487 1.551
C 2.843 -1.895 2.710
C 4.146 -2.361 2.647
C 4.808 -2.414 1.425
C 4.160 -1.994 0.274
C 2.850 -1.538 0.336
C -0.334 -1.734 2.978
C -0.090 -3.087 3.202
C -0.697 -3.752 4.256
C -1.576 -3.078 5.095
C -1.825 -1.731 4.882
C -1.198 -1.060 3.838
C 0.813 1.869 2.449
C 1.206 2.823 3.419
C 1.110 4.157 3.133
C 0.628 4.561 1.885
C 0.255 3.583 0.994
N 0.343 2.261 1.242
H 1.313 0.335 3.608
H 2.329 -1.882 3.665
H 4.638 -2.708 3.548
H 5.814 -2.812 1.370
H 4.640 -2.066 -0.695
H 2.334 -1.288 -0.584
H 0.575 -3.621 2.542
H -0.488 -4.803 4.411
H -2.062 -3.601 5.910
H -2.514 -1.193 5.523
H -1.401 -0.009 3.682
H 1.568 2.475 4.378
H 1.401 4.891 3.876
H 0.520 5.603 1.622
H -0.146 3.830 0.018
N -3.499 -1.373 -0.759
C -2.505 -1.323 -1.688
N -1.448 -0.568 -1.613
C -0.661 -0.689 -2.743
C -1.099 -1.566 -3.667
S -2.581 -2.262 -3.143
C 0.587 0.063 -2.762
C 1.450 0.206 -3.785
S 2.863 1.037 -3.250
C 2.150 1.217 -1.685
N 0.970 0.676 -1.572
N 2.822 1.808 -0.661
H -3.386 -0.692 -0.006
H -3.768 -2.296 -0.460
H -0.580 -1.930 -4.535
H 1.380 -0.199 -4.779
H 3.494 2.519 -0.885
H 2.271 1.966 0.169
S -5.152 6.275 1.620
C -4.253 4.958 1.138
S -3.411 4.860 -0.354
C -2.764 3.235 -0.208
C -3.093 2.597 0.939
S -2.613 0.990 1.429
S -4.099 3.512 2.045
S -1.780 2.629 -1.507
S 3.868 -7.281 0.582
C 3.043 -5.960 -0.029
S 3.438 -5.157 -1.489
C 2.170 -3.929 -1.536
C 1.312 -3.984 -0.472
S -0.069 -2.979 -0.105
S 1.659 -5.264 0.687
S 2.240 -2.852 -2.879
*
```

Output
HOMO-LUMO gap (alpha / beta): 4.95 / 4.96 eV
LUMO level (alpha / beta): 3.699 / 3.697 eV
Energy above the lowest of the compared OMol25 structures with the same formula, charge and spin: 0.0 kcal/mol
HOMO (alpha / beta): -1.25 / -1.26 eV

Atomic partial charges in e from the natural (NBO) method, atoms 1 to 5:
1. V 0.77
2. N -0.87
3. P 1.06
4. C -0.35
5. C -0.23

***

Entry 3:
Computed, not measured: C11H20N2O3 in the gas phase at a distorted geometry, with ωB97M-V with the def2-TZVPD basis set.

Structure (ORCA input):
```
! RIJCOSX wB97M-V def2-TZVPD def2/J DEFGRID3
* xyz 0 1
C 1.347 0.110 -0.936
C 0.625 0.782 0.222
C 1.257 -1.324 -0.629
C 1.518 -2.263 -1.848
C 0.529 -2.086 -2.982
C 2.917 -2.250 -2.352
C -1.449 1.375 1.347
C -1.119 0.347 2.408
C -2.940 1.249 1.007
C -2.956 1.218 -0.518
C -1.544 0.777 -0.987
H 2.827 1.523 -1.194
H 3.181 0.298 -0.149
H 0.854 0.471 -1.875
H 0.366 -1.546 0.011
H 1.958 -1.615 0.170
H 1.441 -3.295 -1.491
H 0.728 -2.957 -3.683
H 0.572 -1.167 -3.523
H -0.511 -2.249 -2.560
H 3.251 -1.286 -2.799
H 2.937 -2.990 -3.142
H 3.664 -2.321 -1.599
H -1.041 2.372 1.595
H -3.418 2.178 1.330
H -3.432 0.430 1.534
H -3.280 2.093 -0.969
H -3.692 0.505 -0.854
H -1.177 1.245 -1.884
H -1.466 -0.340 -1.262
H -0.485 0.169 4.160
N 2.803 0.532 -1.022
N -0.699 0.999 0.147
O 1.116 1.251 1.236
O -1.265 -0.846 2.224
O -0.741 0.864 3.530
*
```

Output
Structure (SMILES): CC(C)C[C@H](N)C(=O)N1CCC[C@H]1C(=O)O
HOMO-LUMO gap: 9.86 eV
LUMO level: 0.741 eV
Energy above the lowest of the compared OMol25 structures with the same formula, charge and spin: 33.7 kcal/mol
HOMO: -9.12 eV

Atomic partial charges in e from the natural (NBO) method, atoms 1 to 5:
1. C -0.14
2. C 0.68
3. C -0.43
4. C -0.21
5. C -0.61

***

Entry 4:
Computed, not measured: a molecular structure, C12H20Cl8F2Li2MgN2O7S3 at a distorted geometry, with ωB97M-V with the def2-TZVPD basis set.

Structure (ORCA input):
```
! RIJCOSX wB97M-V def2-TZVPD def2/J DEFGRID3
* xyz 2 1
C 0.525 -0.487 5.407
S -0.406 -1.059 3.953
O -0.868 -2.441 4.020
O -1.532 -0.144 3.808
N 0.587 -0.784 2.517
C -0.088 -0.579 1.349
C 0.575 -0.302 0.126
F -0.009 -0.060 -1.041
C 2.060 -0.263 0.288
C 3.037 0.049 -0.865
S 3.694 1.760 -0.539
O 2.597 2.472 0.353
O 4.923 1.641 0.292
C 2.547 -0.553 1.630
N 1.898 -0.811 2.756
H 1.617 -0.718 5.360
H 0.429 0.629 5.426
H 0.031 -0.911 6.316
H -1.202 -0.626 1.345
H 2.409 0.112 -1.818
H 3.855 -0.693 -1.007
H 3.873 2.503 -1.693
H 3.667 -0.556 1.743
C -1.199 0.052 -5.037
C -1.171 1.567 -4.962
C 0.147 1.965 -4.315
S 1.323 0.670 -4.699
O 1.696 0.008 -3.450
O 2.316 1.173 -5.615
C 0.161 -0.378 -5.578
H -2.009 -0.300 -5.671
H -1.347 -0.355 -4.034
H -1.229 1.993 -5.967
H -2.021 1.953 -4.394
H 0.505 2.918 -4.703
H 0.052 1.997 -3.240
H 0.385 -1.429 -5.393
H 0.250 -0.157 -6.643
F -1.606 -2.450 -4.862
Li 5.293 -1.397 2.369
C -5.065 0.533 -3.558
Cl -6.043 -0.853 -3.004
Cl -4.692 0.338 -5.286
Cl -5.963 2.029 -3.311
Cl -3.525 0.593 -2.619
O 2.425 0.833 7.089
H 2.921 1.665 7.119
H 2.139 0.698 8.017
Cl 3.964 3.253 1.292
Cl 3.975 0.242 5.982
Li -3.950 -1.517 -3.691
Mg -2.055 2.248 -1.412
C -3.890 -3.148 5.870
Cl -3.786 -2.923 7.625
Cl -5.182 -4.275 5.447
H -4.095 -2.189 5.403
H -2.945 -3.540 5.505
*
```

Output
HOMO-LUMO gap: 2.54 eV
LUMO level: -8.847 eV
HOMO: -11.38 eV

Atomic partial charges in e from the natural (NBO) method, atoms 1 to 5:
1. C -0.86
2. S 2.18
3. O -0.85
4. O -0.90
5. N -0.35